ORCA calculation (wB97M-V/def2-TZVPD) on a structure of composition C25H30Cl3LaO7 in a non-equilibrium geometry.

Results
* HOMO-LUMO gap: 2.39 eV
* total charge: -2
* HOMO level: 1.7 eV
* spin multiplicity: 1
* LUMO: 4.11 eV
* E: -79170.982 eV

Cartesian coordinates (Å):
C  -6.510  2.725  -1.144
C  -4.954  2.685  -1.241
C  -6.952  1.275  -0.929
C  -5.763  0.317  -1.288
H  -7.823  1.060  -1.557
H  -7.266  1.162  0.116
C  -4.642  1.367  -1.926
H  -4.561  2.723  -0.216
H  -4.598  3.577  -1.772
C  -3.159  1.083  -2.405
H  -5.115  1.473  -2.925
H  -6.065  -0.271  -2.172
C  -5.665  -0.674  -0.206
C  -7.004  3.728  -0.089
C  -7.214  3.308  -2.370
O  -8.203  2.819  -2.898
O  -6.315  4.117  0.841
O  -8.242  4.218  -0.322
O  -6.684  4.461  -2.800
C  -7.453  5.045  -3.858
H  -6.925  5.959  -4.125
H  -8.468  5.270  -3.509
H  -7.513  4.357  -4.709
C  -8.652  5.193  0.648
H  -8.587  4.785  1.665
H  -9.683  5.450  0.404
H  -8.015  6.083  0.585
O  -2.000  1.067  -1.585
H  -2.944  1.859  -3.157
H  -3.214  0.139  -2.980
C  -5.417  -2.090  -0.514
C  -5.500  -0.217  1.191
H  -6.442  -0.303  1.761
H  -5.138  0.824  1.267
H  -4.762  -0.838  1.723
H  -4.714  -2.511  0.219
H  -4.963  -2.206  -1.509
H  -6.357  -2.673  -0.481
La  -0.753  -0.121  -0.454
C  1.357  -1.551  -2.053
C  0.311  -1.447  -3.017
C  0.122  -0.064  -3.306
H  -0.193  -2.288  -3.513
C  1.076  0.682  -2.560
C  1.840  -0.241  -1.777
H  2.682  0.011  -1.124
H  1.762  -2.482  -1.651
H  -0.591  0.343  -4.026
H  1.247  1.763  -2.620
C  -0.691  0.352  2.488
C  0.544  0.815  1.963
C  0.285  1.949  1.133
H  1.530  0.410  2.202
C  -1.132  2.172  1.125
C  -1.740  1.184  1.970
H  -2.787  1.148  2.266
H  -0.817  -0.433  3.233
H  1.038  2.563  0.637
H  -1.652  2.993  0.632
Cl  1.818  -4.041  2.132
C  0.072  -3.839  1.907
Cl  -0.609  -5.298  1.179
Cl  -0.700  -3.471  3.473
C  -0.231  -2.603  0.966
O  0.727  -1.799  0.753
O  -1.415  -2.409  0.516